# 1
One molecule with the formula C7H9N in a non-equilibrium geometry, computed with the ωB97M-V functional and the def2-TZVPD basis.

```
! wB97M-V def2-TZVPD RIJCOSX def2/J DEFGRID3
* xyz 0 1
C -0.52536 1.31659 -0.66482
C -1.19176 -0.33519 -2.01124
C -0.88746 -1.26472 0.27118
C 0.10357 -0.79115 1.46964
C 1.17754 -0.01905 0.69357
C 0.94416 1.11613 -0.19476
C -0.42566 -0.33156 -0.73202
H -0.50169 1.87914 -1.54924
H -1.16199 1.83931 0.10647
H -0.50186 0.18262 -2.66994
H -0.65252 -2.28531 0.14682
H 0.65457 -1.54433 2.19046
H -0.17596 -0.00868 2.27365
H 2.19981 0.04921 1.17833
H 1.78955 1.88380 -0.25339
H -1.95152 -1.29786 0.47080
N 1.10655 -0.38895 -0.72550
*
```

Relative energy (zero: lowest compared OMol25 entry of this formula, charge and spin) ... 7.362 eV
F_max ... 5.3 eV Å⁻¹
Lowest unoccupied orbital energy ... 0.00402 Eh
Orbital gap ... 9.0 eV

Here are the natural (NBO) charges for atoms 1 to 6, given in e: -0.410 -0.032 -0.426 -0.434 -0.119 -0.090



# 2
C7H9N as an isolated structure in a non-equilibrium geometry, computed with the ωB97M-V functional and the def2-TZVPD basis.

```
! wB97M-V def2-TZVPD RIJCOSX def2/J DEFGRID3
* xyz 0 1
C 0.45573 0.86646 -1.94745
N 0.15425 -1.76803 -1.09004
C 0.19665 -0.84951 -0.02810
C 0.10606 0.59251 -0.52517
C -0.43890 1.45236 0.37081
C -0.72065 0.92329 1.67100
C -0.40234 -0.43945 1.88703
C 0.72069 -1.07958 1.27532
H 0.56660 1.93244 -2.15101
H 1.41928 0.39579 -2.19649
H -0.27570 0.39306 -2.60659
H -0.84224 -1.48838 -0.44983
H 0.32094 -2.71245 -0.72938
H -0.64206 2.49437 0.14753
H -1.31155 1.45838 2.39893
H -1.08988 -0.99594 2.52643
H 1.78312 -1.17532 1.44699
*
```

Relative energy (zero: lowest compared OMol25 entry of this formula, charge and spin) ... 6.882 eV
F_max ... 5.6 eV Å⁻¹
Lowest unoccupied orbital energy ... -0.01755 Eh
Orbital gap ... 6.9 eV

Here are the natural (NBO) charges for atoms 1 to 6, given in e: -0.630 -0.663 0.076 -0.055 -0.238 -0.282



# 3
One molecule with the formula C7H9N in a non-equilibrium geometry, computed with the ωB97M-V functional and the def2-TZVPD basis.

```
! wB97M-V def2-TZVPD RIJCOSX def2/J DEFGRID3
* xyz 0 1
C -0.17342 -0.42525 1.52053
C -1.03720 0.51343 1.15712
C -0.78777 1.52535 0.11541
N -1.32046 1.30446 -1.29128
C 0.13332 1.23501 -0.94555
C 0.52339 -0.13185 -1.29350
C 0.73908 -1.36560 -0.64965
C 1.05053 -1.27780 0.75410
H -0.44030 -0.95458 2.53195
H -2.00688 0.42984 1.85480
H -0.70680 2.49580 0.56754
H -1.56521 0.39307 -1.42474
H 0.84743 2.01807 -1.38467
H 0.74720 -0.10492 -2.41944
H 0.88495 -2.26240 -1.30760
H 2.18394 -1.04823 1.11570
H 0.92820 -2.34440 1.09928
*
```

Relative energy (zero: lowest compared OMol25 entry of this formula, charge and spin) ... 5.074 eV
SMILES string ... C1=C[C@@H]2N[C@@H]2C=CC1
F_max ... 5.9 eV Å⁻¹
Lowest unoccupied orbital energy ... 0.03318 Eh
Orbital gap ... 9.5 eV

Here are the natural (NBO) charges for atoms 1 to 6, given in e: -0.148 -0.243 -0.130 -0.548 -0.137 -0.184



# 4
One molecule with the formula C7H9N in a non-equilibrium geometry, computed with the ωB97M-V functional and the def2-TZVPD basis.

```
! wB97M-V def2-TZVPD RIJCOSX def2/J DEFGRID3
* xyz 0 1
C 1.36771 -1.06663 1.01667
C 0.45071 -0.70899 -0.14933
C -1.36982 0.49943 0.14512
N 0.92429 -1.23010 -1.36421
C -0.99507 -0.81936 0.08957
C -2.47365 1.25539 -0.04328
C 0.16789 1.06006 0.02239
C 0.86396 2.07865 0.05636
H 1.92425 -1.17655 -1.50182
H 0.41543 -0.90738 -2.17517
H -1.57278 -1.71070 0.29343
H 2.36687 -0.65680 0.84234
H 0.98395 -0.65934 1.94997
H 1.43425 -2.15421 1.10184
H -3.31655 0.86667 -0.60102
H -2.50058 2.29417 0.25740
H 1.32913 3.03570 0.05974
*
```

Relative energy (zero: lowest compared OMol25 entry of this formula, charge and spin) ... 6.183 eV
F_max ... 2.8 eV Å⁻¹
Lowest unoccupied orbital energy (spin up / spin down) ... 0.00086 / -0.01487 Eh
Orbital gap (spin up / spin down) ... 7.7 / 6.5 eV

Here are the natural (NBO) charges for atoms 1 to 6, given in e: -0.620 0.166 -0.070 -0.811 -0.196 -0.376



# 5
C7H9N as an isolated structure in a non-equilibrium geometry, computed with the ωB97M-V functional and the def2-TZVPD basis.

```
! wB97M-V def2-TZVPD RIJCOSX def2/J DEFGRID3
* xyz 1 2
C 0.37977 1.56181 -0.08419
C -0.40449 1.94659 1.08460
N -1.88927 1.60802 1.17408
C -1.13374 0.41439 1.25507
C -0.01346 0.24575 0.27796
C 0.17979 -1.06539 -0.28053
C 1.07159 -1.28993 -1.29662
C 1.49570 -2.69483 -1.75530
H 1.39130 1.83357 -0.29974
H -0.02733 2.11841 2.08193
H -2.17403 1.84192 0.21536
H -1.46885 -0.40534 1.88961
H -0.27997 -2.03204 -0.40324
H 1.77488 -0.48494 -1.54916
H 1.33359 -2.85873 -2.82109
H 0.69396 -3.23167 -1.19664
H 2.40523 -3.18473 -1.42399
*
```

Expectation value of S² ... 0.785
Relative energy (zero: lowest compared OMol25 entry of this formula, charge and spin) ... 7.123 eV
F_max ... 4.3 eV Å⁻¹
Lowest unoccupied orbital energy (spin up / spin down) ... -0.20847 / -0.24887 Eh
Orbital gap (spin up / spin down) ... 8.4 / 7.2 eV

Here are the natural (NBO) charges for atoms 1 to 6, given in e: -0.181 0.127 -0.480 0.003 0.116 -0.367



# 6
An isolated ion of composition C7H9N2 and charge +1 in a non-equilibrium geometry, computed with the ωB97M-V functional and the def2-TZVPD basis.

```
! wB97M-V def2-TZVPD RIJCOSX def2/J DEFGRID3
* xyz 1 1
H -3.61677 -0.62778 -0.88578
N -2.70305 -0.67658 -0.49877
C -2.25177 0.47032 -0.19654
C -0.88446 0.44147 0.26861
C -0.09750 1.54941 0.21123
C 1.28847 1.56936 0.13253
C 2.11347 0.51362 -0.17590
C 1.84707 -0.92573 -0.38703
N 0.86470 -1.60406 0.05741
C -0.34549 -1.02419 0.70371
H -2.71807 1.41763 -0.14884
H -0.45011 2.45523 -0.13636
H 1.70317 2.54446 0.14774
H 3.24075 0.73055 -0.25908
H 2.65738 -1.55353 -0.86568
H 0.76925 -2.59711 -0.08479
H -0.31033 -0.97359 1.77011
H -1.10673 -1.70949 0.34746
*
```

Relative energy (zero: lowest compared OMol25 entry of this formula, charge and spin) ... 2.508 eV
SMILES string ... [H]/N=C/C1=CC=CC=[NH+]C1
F_max ... 3.2 eV Å⁻¹
Lowest unoccupied orbital energy ... -0.20486 Eh
Orbital gap ... 7.7 eV

Here are the natural (NBO) charges for atoms 1 to 6, given in e: 0.365 -0.569 0.074 0.073 -0.248 -0.051



# 7
A 2-piece molecular cluster, C7H9N2O2 overall in a non-equilibrium geometry, computed with the ωB97M-V functional and the def2-TZVPD basis.

```
! wB97M-V def2-TZVPD RIJCOSX def2/J DEFGRID3
* xyz 1 1
C 3.62878 0.85668 -0.29580
C 3.83157 -0.52035 -0.41917
C 2.39610 1.39206 0.02514
C 2.81266 -1.43312 -0.21822
C 1.36591 0.48474 0.23107
C 1.57779 -0.90128 0.11849
C -0.48348 -0.60792 0.66803
N 0.03172 0.60330 0.57461
N -4.10216 -0.17449 -0.31052
O 0.39580 -1.52594 0.39811
O -2.75270 -0.03705 -0.10604
H 4.46169 1.52181 -0.45506
H 4.81553 -0.87985 -0.67589
H 2.24040 2.45411 0.11440
H 2.96351 -2.49474 -0.31648
H -0.49878 1.45457 0.69255
H -4.56518 0.74985 -0.26002
H -4.28046 -0.59008 -1.24265
H -4.51640 -0.79204 0.41141
H -1.54398 -0.80814 0.79379
*
```

Relative energy (zero: lowest compared OMol25 entry of this formula, charge and spin) ... 2.523 eV
F_max ... 1.8 eV Å⁻¹
Lowest unoccupied orbital energy ... -0.11706 Eh
Orbital gap ... 9.9 eV

Here are the natural (NBO) charges for atoms 1 to 6, given in e: -0.174 -0.175 -0.228 -0.219 0.129 0.230



# 8
A 2-piece molecular cluster, C7H9N3O2 overall in a non-equilibrium geometry, computed with the ωB97M-V functional and the def2-TZVPD basis.

```
! wB97M-V def2-TZVPD RIJCOSX def2/J DEFGRID3
* xyz 0 1
H 2.22909 0.30613 -0.66701
N 1.16686 0.34141 -0.74864
C 0.44647 -0.39836 -0.08730
C -1.08101 -0.48349 -0.22305
C -1.67514 0.84800 -0.24587
C -3.02356 0.99501 -0.35884
C -3.83624 -0.12710 -0.17587
C -3.27629 -1.38527 -0.10342
C -1.86042 -1.58510 -0.18311
N 1.01527 -1.45323 0.78454
O 1.62137 -0.98011 1.71173
O 1.00762 -2.64624 0.48567
H -1.03108 1.68297 -0.35762
H -3.30391 2.05422 -0.43246
H -4.98575 -0.01212 -0.03325
H -3.86883 -2.27021 -0.02408
H -1.60425 -2.64288 -0.13647
N 3.98616 0.65313 -1.46941
H 3.77590 0.70028 -2.46380
H 4.12400 1.55764 -1.23000
H 4.90853 0.17548 -1.42287
*
```

Relative energy (zero: lowest compared OMol25 entry of this formula, charge and spin) ... 4.590 eV
SMILES string ... [H]/N=C(/c1ccccc1)[N+](=O)[O-].N
F_max ... 4.0 eV Å⁻¹
Lowest unoccupied orbital energy ... 0.00506 Eh
Orbital gap ... 9.6 eV

Here are the natural (NBO) charges for atoms 1 to 6, given in e: 0.416 -0.594 0.370 -0.117 -0.168 -0.222